A cluster of 2 separate species, C3H4BrN in total in a non-equilibrium geometry, computed with the ωB97M-V functional and the def2-TZVPD basis.

## Properties
Charge ... 0
Energy relative to the best compared isomer or geometry (same formula, charge and spin) ... 88.53 kcal/mol
Calculated total energy ... -74703.9876 eV
LUMO energy (alpha / beta) ... -1.58 / -0.16 eV
Frontier orbital gap (alpha / beta) ... 0.280 / 0.336 Ha

Atoms and positions in Å:
C 0.7742 -1.5827 -0.4049
C -1.2753 0.8851 0.6424
C 1.1420 -0.2911 -0.6598
N 0.3929 -2.6704 -0.3397
Br 2.4220 0.7982 0.2934
H -1.2622 1.2754 -0.4405
H -0.7863 1.3416 1.4375
H -1.9676 0.0790 0.9034
H 0.5601 0.1649 -1.4317

Atom charges from the Löwdin analysis, given in e for atoms 1 to 2: -0.37, 0.07

A structure of composition C4H4DyO2 in a non-equilibrium geometry, computed with the ωB97M-V functional and the def2-TZVPD basis.

## Properties
Charge ... 0
Calculated total energy ... -32386.9932 eV
Spin multiplicity ... 7
LUMO energy (alpha / beta) ... -0.53 / -1.57 eV
⟨S²⟩ ... 12.03
Frontier orbital gap (alpha / beta) ... 0.192 / 0.153 Ha

Atoms and positions in Å:
O -1.5581 0.2690 0.9597
C -0.3133 0.5693 1.3097
H 0.0009 0.1490 2.2831
C 0.4904 1.4476 0.5836
C 1.9543 1.1641 0.6300
C 1.8290 -0.3250 0.2783
O 1.1603 -0.7325 -0.7369
Dy -1.1275 -0.5850 -1.0602
H 0.0759 2.0384 -0.2438
H 2.3333 1.1923 1.6685
H 2.6232 1.7023 -0.0556

Atom charges from the Löwdin analysis, given in e for atoms 1 to 2: -0.42, -0.42